# 1
The following is a DFT calculation (the ωB97M-V functional and the def2-TZVPD basis) of a molecular structure, C36H34Cl3N8O3S4SbTi.

```
90
Properties=species:S:1:pos:R:3:lowdin_charge:R:1
Ti 0.667 0.796 0.392 0.385
Cl -5.626 1.682 -3.595 0.607
C -4.131 1.227 -2.807 -0.681
C -4.169 0.641 -1.557 -0.141
C -2.981 0.283 -0.943 -0.558
Cl -3.044 -0.484 0.609 0.758
C -1.723 0.496 -1.535 -0.489
O -0.610 0.143 -0.978 -0.304
C -1.757 1.096 -2.813 -0.566
Cl -0.242 1.400 -3.602 0.716
C -2.928 1.460 -3.448 -0.148
H -5.108 0.463 -1.052 0.100
H -2.895 1.925 -4.423 0.098
S -2.709 2.087 4.994 -0.417
Sb -0.851 3.304 4.447 0.142
S 2.709 0.960 1.875 0.591
S -0.295 2.590 0.864 0.153
S -1.299 5.532 4.614 -0.420
C -0.719 -3.026 -0.515 -0.176
N -1.000 -4.201 -1.355 -0.084
C -0.190 -5.315 -0.866 -0.193
N 1.248 -5.025 -0.880 -0.090
C 1.464 -3.827 -0.055 -0.190
N 0.701 -2.677 -0.527 -0.078
C 1.103 -2.393 -1.909 -0.166
N 0.864 -3.552 -2.786 -0.083
C -0.561 -3.883 -2.719 -0.177
C 1.621 -4.684 -2.260 -0.190
H -1.029 -3.238 0.513 0.124
H -1.291 -2.173 -0.876 0.091
H -0.375 -6.192 -1.493 0.116
H -0.491 -5.548 0.158 0.119
H 2.529 -3.577 -0.068 0.129
H 1.167 -4.062 0.973 0.116
H 2.163 -2.138 -1.923 0.120
H 0.542 -1.529 -2.263 0.109
H -0.756 -4.747 -3.362 0.117
H -1.138 -3.032 -3.083 0.128
H 2.685 -4.440 -2.286 0.121
H 1.444 -5.559 -2.893 0.116
N 4.200 -6.293 7.225 0.138
C 3.588 -5.532 6.618 -0.193
C 2.815 -4.585 5.861 -0.241
C 1.428 -4.569 5.989 -0.026
C 0.679 -3.668 5.256 0.005
C 1.321 -2.776 4.403 -0.173
C 2.709 -2.770 4.289 0.021
C 3.453 -3.684 5.010 -0.014
N 0.567 -1.864 3.646 -0.001
C -0.580 -1.171 4.030 -0.017
C -0.861 -0.324 3.014 -0.170
N 0.077 -0.491 2.013 -0.052
C 0.914 -1.409 2.421 -0.216
H 0.942 -5.270 6.654 0.118
H -0.400 -3.660 5.328 0.118
H 3.191 -2.029 3.663 0.116
H 4.531 -3.689 4.930 0.122
H -1.037 -1.291 4.995 0.119
H -1.650 0.410 2.960 0.020
H 1.775 -1.745 1.876 0.101
C 2.658 5.506 3.885 -0.091
O 3.258 4.705 2.882 -0.112
C 2.758 4.813 1.615 -0.230
C 1.764 5.705 1.249 -0.037
C 1.347 5.763 -0.078 -0.120
C 1.931 4.948 -1.025 -0.116
C 2.927 4.050 -0.653 -0.026
C 3.336 3.947 0.668 -0.210
N 4.348 3.054 1.097 0.012
C 4.129 1.608 0.910 -0.632
C 4.248 1.232 -0.558 -0.186
C 5.475 1.502 -1.161 -0.067
C 5.725 1.250 -2.499 -0.123
C 4.708 0.703 -3.276 -0.116
C 3.484 0.418 -2.705 -0.033
C 3.224 0.674 -1.344 -0.354
O 2.041 0.331 -0.876 -0.279
H 3.123 5.210 4.823 0.089
H 1.580 5.352 3.948 0.009
H 2.854 6.569 3.701 0.091
H 1.271 6.312 1.995 0.099
H 0.541 6.433 -0.349 0.096
H 1.601 4.980 -2.056 0.095
H 3.385 3.415 -1.399 0.107
H 4.481 3.206 2.089 0.095
H 4.992 1.151 1.401 0.081
H 6.244 1.959 -0.547 0.108
H 6.690 1.485 -2.931 0.082
H 4.869 0.502 -4.330 0.089
H 2.677 -0.002 -3.293 0.095
```

* frontier orbital gap: 5.2812 eV
* energy above the lowest of the compared OMol25 structures with the same formula, charge and spin: 0.0865 eV
* net charge: -2

# 2
The following is a DFT calculation (the ωB97M-V functional and the def2-TZVPD basis) of a molecular structure, C36H34ClN2O5P2PbS.

```
82
Properties=species:S:1:pos:R:3:lowdin_charge:R:1
Pb -1.240 -0.225 -0.002 1.261
O 0.018 5.618 2.574 0.131
C -0.073 4.403 2.040 -0.262
C 0.595 3.288 2.551 0.093
C 0.434 2.061 1.946 -0.154
N -0.352 1.872 0.868 0.034
C -1.008 2.945 0.397 -0.158
C -0.884 4.210 0.930 0.105
C -2.000 2.763 -0.760 -0.635
O -2.361 3.759 -1.353 0.077
O -2.361 1.549 -0.973 -0.267
C 1.142 0.930 2.612 -0.438
O 1.649 1.018 3.690 0.153
O 1.076 -0.230 1.918 -0.165
H 0.585 5.627 3.353 0.131
H 1.224 3.352 3.429 0.140
H -1.443 5.017 0.479 0.146
C 0.837 -4.295 -6.860 -0.404
S 2.410 -3.809 -6.099 0.804
C 2.244 -1.985 -6.129 -0.467
C 2.044 -1.383 -4.740 -0.246
C 0.786 -1.924 -4.069 -0.266
N 0.512 -1.310 -2.762 -0.466
P 0.808 -2.092 -1.271 0.899
C -0.413 -3.449 -1.228 -0.412
C -1.486 -3.515 -2.112 -0.096
C -2.463 -4.489 -1.949 -0.065
C -2.380 -5.386 -0.895 -0.066
C -1.318 -5.316 -0.002 -0.063
C -0.339 -4.351 -0.164 -0.103
C 2.383 -2.965 -1.561 -0.360
C 2.442 -4.247 -2.104 -0.090
C 3.672 -4.838 -2.346 -0.062
C 4.845 -4.164 -2.038 -0.061
C 4.793 -2.891 -1.489 -0.072
C 3.567 -2.292 -1.250 -0.115
P -0.373 0.128 -2.548 0.891
C 0.739 1.540 -2.765 -0.346
C 0.191 2.800 -3.011 -0.091
C 1.013 3.916 -3.016 -0.050
C 2.375 3.780 -2.785 -0.063
C 2.919 2.527 -2.534 -0.067
C 2.101 1.409 -2.506 -0.094
C -1.544 0.208 -3.918 -0.348
C -1.174 0.709 -5.165 -0.084
C -2.097 0.724 -6.198 -0.057
C -3.385 0.248 -5.990 -0.056
C -3.755 -0.250 -4.750 -0.056
C -2.837 -0.269 -3.712 -0.090
H 0.870 -5.376 -6.977 0.032
H 0.741 -3.831 -7.839 0.037
H -0.003 -4.023 -6.222 0.026
H 1.401 -1.748 -6.780 0.077
H 3.151 -1.595 -6.585 0.072
H 1.966 -0.296 -4.829 0.101
H 2.913 -1.607 -4.114 0.106
H 0.898 -2.998 -3.925 0.081
H -0.074 -1.761 -4.726 0.108
H -1.555 -2.813 -2.936 0.087
H -3.287 -4.547 -2.648 0.111
H -3.145 -6.141 -0.770 0.111
H -1.257 -6.011 0.825 0.113
H 0.489 -4.299 0.533 0.108
H 1.531 -4.783 -2.336 0.109
H 3.713 -5.828 -2.783 0.114
H 5.802 -4.633 -2.224 0.112
H 5.708 -2.367 -1.244 0.109
H 3.524 -1.293 -0.828 0.095
H -0.871 2.911 -3.190 0.108
H 0.582 4.891 -3.197 0.117
H 3.017 4.651 -2.806 0.110
H 3.982 2.420 -2.361 0.109
H 2.520 0.429 -2.305 0.081
H -0.173 1.091 -5.325 0.111
H -1.813 1.116 -7.166 0.113
H -4.104 0.277 -6.797 0.113
H -4.763 -0.610 -4.587 0.113
H -3.127 -0.630 -2.732 0.097
Cl 0.250 -2.016 3.652 0.634
C 1.545 -1.358 2.624 -0.547
H 1.813 -2.107 1.892 0.072
H 2.375 -1.097 3.273 0.093
```

* frontier orbital gap: 7.6031 eV
* energy above the lowest of the compared OMol25 structures with the same formula, charge and spin: 0.0000 eV
* net charge: +1

# 3
The following is a DFT calculation (the ωB97M-V functional and the def2-TZVPD basis) of a molecular structure, C36H34F12N3O9PrS2.

```
97
Properties=species:S:1:pos:R:3:lowdin_charge:R:1
Pr 0.820 0.322 0.123 1.004
O 3.112 3.679 0.074 0.149
C 2.405 2.700 0.622 -0.510
O 1.178 2.632 0.516 -0.025
C 3.146 1.976 1.732 -0.086
O 2.287 0.961 2.218 -0.228
C 2.966 -0.223 2.682 -0.096
C 3.218 -1.267 1.562 -0.602
O 4.275 -1.893 1.610 0.019
O 2.246 -1.393 0.734 -0.137
H 2.545 4.087 -0.594 0.141
H 4.080 1.573 1.355 0.147
H 3.335 2.717 2.511 0.148
H 3.906 0.037 3.166 0.123
H 2.297 -0.679 3.403 0.102
C -3.563 -0.667 -6.091 -0.075
C -2.480 -0.695 -5.032 -0.294
C -1.266 -1.339 -5.230 -0.067
C -0.276 -1.319 -4.266 -0.023
C -0.428 -0.673 -3.013 -0.195
N 0.623 -0.550 -2.136 -0.042
C 1.795 -1.286 -2.336 -0.264
C 1.771 -2.681 -2.445 -0.024
C 2.923 -3.436 -2.526 -0.043
C 4.170 -2.826 -2.526 -0.273
C 5.442 -3.641 -2.549 -0.064
C 4.213 -1.444 -2.435 0.017
C 3.062 -0.656 -2.341 -0.034
C 3.159 0.860 -2.007 -0.274
O 2.846 1.047 -0.696 -0.231
C 4.600 1.424 -2.231 -0.522
F 4.707 2.756 -2.067 0.132
F 5.447 0.888 -1.327 0.139
F 5.069 1.147 -3.471 0.134
C 2.162 1.716 -2.939 -0.467
F 1.063 2.069 -2.240 0.132
F 1.796 1.075 -4.052 0.168
F 2.678 2.901 -3.372 0.116
C -1.693 -0.049 -2.797 -0.046
C -2.644 -0.047 -3.818 -0.012
C -2.037 0.722 -1.503 -0.285
O -1.218 0.540 -0.427 -0.304
C -3.448 0.296 -0.940 -0.529
F -4.507 0.386 -1.774 0.112
F -3.760 1.049 0.139 0.127
F -3.387 -0.977 -0.535 0.164
C -2.123 2.288 -1.870 -0.501
F -1.418 3.034 -1.015 0.146
F -3.399 2.767 -1.847 0.113
F -1.647 2.563 -3.094 0.144
H -3.375 -1.425 -6.857 0.061
H -3.615 0.307 -6.594 0.068
H -4.549 -0.860 -5.657 0.068
H -1.077 -1.850 -6.172 0.099
H 0.679 -1.775 -4.488 0.101
H 0.801 -3.168 -2.421 0.121
H 2.852 -4.522 -2.559 0.107
H 5.316 -4.554 -3.133 0.064
H 5.728 -3.930 -1.532 0.079
H 6.268 -3.069 -2.975 0.066
H 5.192 -0.989 -2.412 0.105
H -3.561 0.510 -3.674 0.116
C -3.748 2.784 3.220 -0.039
N -2.574 3.659 3.212 -0.183
C -2.503 4.560 2.065 -0.060
C -1.528 3.452 4.029 -0.799
S -0.037 4.204 3.916 0.630
N -1.820 2.560 5.078 -0.254
C -2.713 3.104 6.090 -0.086
C -0.696 1.829 5.658 -0.130
H -4.011 2.544 2.197 0.076
H -4.605 3.275 3.693 0.081
H -3.521 1.862 3.744 0.093
H -3.457 5.083 1.964 0.086
H -2.310 3.990 1.160 0.086
H -1.702 5.274 2.206 0.037
H -3.527 3.662 5.629 0.071
H -2.174 3.779 6.770 0.086
H -3.140 2.288 6.678 0.085
H -0.076 1.414 4.870 0.039
H -1.105 0.996 6.237 0.084
H -0.084 2.463 6.311 0.064
O -2.911 -6.808 2.290 0.077
C -2.422 -6.026 1.282 -0.496
O -2.429 -6.489 0.175 0.089
C -1.924 -4.682 1.653 -0.168
C -1.333 -3.898 0.664 -0.004
C -0.849 -2.634 0.929 -0.074
C -0.951 -2.060 2.218 -0.626
S -0.450 -0.440 2.592 0.696
C -1.533 -2.876 3.217 -0.121
C -2.009 -4.141 2.939 -0.059
H -2.810 -6.335 3.121 0.063
H -1.266 -4.312 -0.334 0.121
H -0.405 -2.072 0.122 0.074
H -1.607 -2.468 4.218 0.086
H -2.472 -4.685 3.760 0.095
```

* multiplicity: 3
* <S²>: 2.0017
* frontier orbital gap (spin up / spin down): 5.8592 / 5.8839 eV
* net charge: -2

Computed values of F_max (unit: Eh/bohr) for the preceding records, in sequence: 0.0131, 0.0185, 0.0481.